Computed, not measured: C19H31F9OP2W as an isolated structure in a non-equilibrium geometry, with the ωB97M-V functional and the def2-TZVPD basis.

```
! wB97M-V def2-TZVPD RIJCOSX def2/J DEFGRID3
* xyz 2 3
P 0.20 -1.48 -1.71
P -0.09 1.60 -1.60
C -0.17 -0.60 -3.31
C 0.36 0.84 -3.24
H -1.27 -0.59 -3.41
H 0.23 -1.15 -4.17
H 1.46 0.83 -3.28
H 0.00 1.44 -4.08
C -1.74 2.35 -1.94
H -2.01 2.99 -1.09
H -2.49 1.56 -2.01
H -1.74 2.94 -2.86
C 0.99 3.08 -1.52
H 0.95 3.68 -2.44
H 2.02 2.76 -1.33
H 0.67 3.70 -0.67
C -0.88 -2.97 -1.79
H -0.65 -3.69 -1.00
H -0.76 -3.44 -2.77
H -1.92 -2.65 -1.69
C 1.86 -2.20 -2.00
H 2.61 -1.40 -1.96
H 1.92 -2.72 -2.96
H 2.08 -2.91 -1.19
W 0.00 0.00 0.00
C 0.58 1.76 -7.28
C -0.74 1.81 -7.03
C -1.86 0.99 -7.61
C -1.49 -0.34 -8.32
C -0.76 -1.31 -7.41
C 0.54 -1.37 -7.12
C 1.68 -0.51 -7.59
C 1.33 0.86 -8.22
C 0.04 -1.49 1.50
H 1.20 2.45 -6.71
H -1.07 2.54 -6.30
H -2.44 1.61 -8.31
H -2.56 0.75 -6.79
H -2.42 -0.80 -8.65
H -0.91 -0.13 -9.22
H -1.41 -2.03 -6.91
H 0.84 -2.15 -6.42
H 2.29 -1.08 -8.31
H 2.35 -0.33 -6.73
H 2.28 1.35 -8.49
H 0.79 0.71 -9.16
H 0.70 -1.19 2.32
H 0.36 -2.48 1.16
H -0.98 -1.59 1.91
F 2.30 -0.81 3.83
C 1.46 0.29 3.97
F 1.45 0.61 5.32
F 2.04 1.34 3.28
C 0.00 0.00 3.42
O 0.00 0.00 2.00
C -0.67 -1.19 4.27
F -0.65 -0.90 5.63
F -2.00 -1.38 3.93
F 0.00 -2.39 4.13
C -0.85 1.28 3.73
F -0.93 1.56 5.08
F -0.32 2.39 3.10
F -2.14 1.12 3.25
*
```

## Properties
expectation value of S²	2.380
F_max	0.1254	Eh/bohr
M	692.23	g mol⁻¹
energy	-67087.052	eV

***

Computed, not measured: one molecule with the formula C19H31N2O, with the ωB97M-V functional and the def2-TZVPD basis.

```
! wB97M-V def2-TZVPD RIJCOSX def2/J DEFGRID3
* xyz 0 2
C 4.32 -1.25 -0.03
C 3.53 -2.15 0.94
C 2.81 -1.39 2.05
C 1.82 -0.31 1.60
C 0.89 -0.76 0.48
C -0.03 0.31 -0.15
C 0.78 1.31 -0.97
C 0.16 2.42 -1.55
C 0.91 3.29 -2.31
C 2.26 3.04 -2.49
C 2.79 1.92 -1.89
N 2.08 1.08 -1.15
C -0.95 -0.43 -1.17
C -2.16 -1.23 -0.61
C -3.44 -1.05 -1.47
C -1.83 -2.72 -0.60
N -2.44 -0.79 0.79
O -2.04 -1.56 1.72
C -2.32 0.66 1.10
C -3.19 1.51 0.18
C -2.78 0.88 2.53
C -0.84 1.06 0.94
H 5.29 -1.68 -0.26
H 4.47 -0.26 0.40
H 3.79 -1.10 -0.97
H 4.22 -2.86 1.41
H 2.81 -2.76 0.39
H 2.28 -2.11 2.68
H 3.56 -0.92 2.69
H 1.21 -0.09 2.48
H 2.34 0.60 1.34
H 1.46 -1.20 -0.34
H 0.24 -1.55 0.88
H -0.90 2.59 -1.40
H 0.44 4.15 -2.77
H 2.88 3.70 -3.08
H 3.84 1.69 -2.01
H -1.28 0.26 -1.94
H -0.30 -1.15 -1.68
H -4.25 -0.62 -0.88
H -3.79 -2.01 -1.84
H -3.28 -0.39 -2.32
H -2.62 -3.28 -0.10
H -0.87 -2.93 -0.14
H -1.79 -3.05 -1.64
H -2.95 1.39 -0.87
H -3.02 2.56 0.43
H -4.25 1.30 0.33
H -2.09 0.44 3.25
H -3.76 0.42 2.69
H -2.85 1.95 2.73
H -0.36 0.93 1.91
H -0.82 2.13 0.74
*
```

## Properties
expectation value of S²	0.754
F_max	0.0074	Eh/bohr
M	303.47	g mol⁻¹
energy	-25232.110	eV
energy above the lowest of the compared OMol25 structures with the same formula, charge and spin	0.0	kJ/mol

***

Computed, not measured: an isolated ion of composition C19H31N2O2 and charge +1 in a non-equilibrium geometry, with the ωB97M-V functional and the def2-TZVPD basis.

```
! wB97M-V def2-TZVPD RIJCOSX def2/J DEFGRID3
* xyz 1 1
C -0.67 0.39 -1.72
C -0.41 -0.60 -1.10
C 0.17 -1.68 -0.23
C -0.99 -2.61 0.20
C -1.71 -2.22 1.52
C -2.14 -0.75 1.65
C -3.31 -0.34 0.75
N -3.79 0.99 1.23
C -4.49 1.69 0.22
C -3.86 2.90 -0.49
O -5.61 1.36 -0.07
C 1.01 -1.03 0.85
N 2.27 -1.19 0.81
C 3.23 -0.57 1.74
O 2.76 0.61 2.29
C 2.62 1.67 1.33
C 1.16 2.17 1.28
C 1.04 3.70 1.13
C 2.64 -2.08 -0.31
C 1.34 -2.39 -1.07
C 1.43 -2.06 -2.58
C 2.18 -0.80 -2.95
C 1.90 -0.17 -4.14
H -0.89 1.31 -2.22
H -0.54 -3.60 0.36
H -1.74 -2.75 -0.59
H -2.62 -2.82 1.56
H -1.13 -2.51 2.40
H -2.48 -0.61 2.69
H -1.33 -0.02 1.51
H -3.04 -0.26 -0.31
H -4.14 -1.05 0.83
H -2.93 1.50 1.45
H -4.65 3.33 -1.12
H -3.00 2.58 -1.07
H -3.60 3.68 0.23
H 0.65 -0.42 1.68
H 3.51 -1.25 2.55
H 4.14 -0.35 1.15
H 3.24 2.52 1.64
H 3.00 1.39 0.33
H 0.69 1.86 2.23
H 0.61 1.69 0.46
H 1.36 4.24 2.02
H 1.56 4.06 0.23
H -0.02 3.93 0.98
H 2.88 -3.03 0.21
H 3.56 -1.88 -0.85
H 1.13 -3.47 -1.02
H 0.45 -2.11 -3.07
H 2.01 -2.88 -3.03
H 2.92 -0.32 -2.31
H 2.69 -0.02 -4.88
H 0.91 0.24 -4.38
*
```

## Properties
F_max	0.0521	Eh/bohr
M	319.47	g mol⁻¹
energy	-27269.132	eV
energy above the lowest of the compared OMol25 structures with the same formula, charge and spin	679.9	kJ/mol

***

Computed, not measured: one molecule with the formula C19H31N3O3, with the ωB97M-V functional and the def2-TZVPD basis.

```
! wB97M-V def2-TZVPD RIJCOSX def2/J DEFGRID3
* xyz 0 1
C 2.40 2.17 -0.18
C 1.01 1.56 -0.37
C -0.12 2.54 -0.04
C -0.28 3.58 -1.14
C -1.45 1.81 0.23
C -2.51 2.73 0.92
N -3.65 2.76 0.04
C -3.40 1.99 -0.95
N -4.32 1.70 -1.93
N -2.14 1.43 -1.00
C -1.91 0.13 -1.57
C -2.70 -1.00 -0.89
C -1.99 -2.36 -1.05
C -0.70 -2.36 -0.28
C 0.52 -2.17 -0.92
C 1.70 -2.10 -0.19
O 2.93 -1.91 -0.76
C 3.01 -1.77 -2.15
C 1.68 -2.22 1.21
O 2.86 -2.18 1.93
C 3.56 -0.95 1.89
C 0.46 -2.44 1.85
O 0.25 -2.61 3.18
C 1.32 -2.69 4.10
C -0.71 -2.50 1.09
H 2.53 2.52 0.84
H 2.55 3.00 -0.86
H 3.17 1.42 -0.38
H 0.91 1.22 -1.40
H 0.93 0.68 0.28
H 0.15 3.05 0.89
H 0.61 4.18 -1.24
H -1.12 4.24 -0.93
H -0.48 3.09 -2.09
H -1.25 0.93 0.85
H -2.13 3.75 1.06
H -2.81 2.35 1.90
H -5.11 2.32 -1.91
H -3.94 1.55 -2.85
H -0.84 -0.08 -1.48
H -2.15 0.16 -2.64
H -3.70 -1.05 -1.31
H -2.79 -0.77 0.17
H -2.65 -3.14 -0.66
H -1.81 -2.55 -2.10
H 0.53 -2.09 -2.00
H 2.46 -0.90 -2.51
H 2.66 -2.66 -2.67
H 4.07 -1.63 -2.37
H 2.92 -0.12 2.19
H 3.97 -0.74 0.90
H 4.38 -1.05 2.60
H 2.06 -3.44 3.80
H 0.87 -2.98 5.04
H 1.82 -1.73 4.22
H -1.64 -2.66 1.63
*
```

## Properties
F_max	0.0135	Eh/bohr
M	349.47	g mol⁻¹
energy	-30818.135	eV
energy above the lowest of the compared OMol25 structures with the same formula, charge and spin	323.0	kJ/mol

***

> F_max of number 4 (C19H31N3O3)?

0.0135 Eh/bohr

***

> Number 1 is which compound?

C19H31F9OP2W

***

> Among the records above, which one has the highest F_max?

C19H31F9OP2W

***

What did the first record say?
Computed, not measured: C19H31F9OP2W as an isolated structure in a non-equilibrium geometry, with the ωB97M-V functional and the def2-TZVPD basis.

```
! wB97M-V def2-TZVPD RIJCOSX def2/J DEFGRID3
* xyz 2 3
P 0.20 -1.48 -1.71
P -0.09 1.60 -1.60
C -0.17 -0.60 -3.31
C 0.36 0.84 -3.24
H -1.27 -0.59 -3.41
H 0.23 -1.15 -4.17
H 1.46 0.83 -3.28
H 0.00 1.44 -4.08
C -1.74 2.35 -1.94
H -2.01 2.99 -1.09
H -2.49 1.56 -2.01
H -1.74 2.94 -2.86
C 0.99 3.08 -1.52
H 0.95 3.68 -2.44
H 2.02 2.76 -1.33
H 0.67 3.70 -0.67
C -0.88 -2.97 -1.79
H -0.65 -3.69 -1.00
H -0.76 -3.44 -2.77
H -1.92 -2.65 -1.69
C 1.86 -2.20 -2.00
H 2.61 -1.40 -1.96
H 1.92 -2.72 -2.96
H 2.08 -2.91 -1.19
W 0.00 0.00 0.00
C 0.58 1.76 -7.28
C -0.74 1.81 -7.03
C -1.86 0.99 -7.61
C -1.49 -0.34 -8.32
C -0.76 -1.31 -7.41
C 0.54 -1.37 -7.12
C 1.68 -0.51 -7.59
C 1.33 0.86 -8.22
C 0.04 -1.49 1.50
H 1.20 2.45 -6.71
H -1.07 2.54 -6.30
H -2.44 1.61 -8.31
H -2.56 0.75 -6.79
H -2.42 -0.80 -8.65
H -0.91 -0.13 -9.22
H -1.41 -2.03 -6.91
H 0.84 -2.15 -6.42
H 2.29 -1.08 -8.31
H 2.35 -0.33 -6.73
H 2.28 1.35 -8.49
H 0.79 0.71 -9.16
H 0.70 -1.19 2.32
H 0.36 -2.48 1.16
H -0.98 -1.59 1.91
F 2.30 -0.81 3.83
C 1.46 0.29 3.97
F 1.45 0.61 5.32
F 2.04 1.34 3.28
C 0.00 0.00 3.42
O 0.00 0.00 2.00
C -0.67 -1.19 4.27
F -0.65 -0.90 5.63
F -2.00 -1.38 3.93
F 0.00 -2.39 4.13
C -0.85 1.28 3.73
F -0.93 1.56 5.08
F -0.32 2.39 3.10
F -2.14 1.12 3.25
*
```

## Properties
expectation value of S²	2.380
F_max	0.1254	Eh/bohr
M	692.23	g mol⁻¹
energy	-67087.052	eV